1.
{"formula": "C30H83N7O9", "method": "ωB97M-V/def2-TZVPD", "smiles": "COC[C@H](C)N.COC[C@H](C)N.COC[C@H](C)N.COC[C@H](C)N.COC[C@H](C)N.COC[C@H](C)N.COC[C@H](C)N.OCCO", "lumo_energy_ev": 0.54, "e_homo_ev": -8.7404, "total_charge": 0, "relative_energy_kj_mol": 157.40, "orbital_gap_ev": 9.28, "spin_multiplicity": 1, "elements": ["C", "C", "C", "O", "C", "N", "H", "H", "H", "H", "H", "H", "H", "H", "H", "H", "H", "C", "C", "C", "O", "C", "N", "H", "H", "H", "H", "H", "H", "H", "H", "H", "H", "H", "C", "C", "C", "O", "C", "N", "H", "H", "H", "H", "H", "H", "H", "H", "H", "H", "H", "C", "C", "C", "O", "C", "N", "H", "H", "H", "H", "H", "H", "H", "H", "H", "H", "H", "C", "C", "C", "O", "C", "N", "H", "H", "H", "H", "H", "H", "H", "H", "H", "H", "H", "C", "C", "C", "O", "C", "N", "H", "H", "H", "H", "H", "H", "H", "H", "H", "H", "H", "C", "C", "C", "O", "C", "N", "H", "H", "H", "H", "H", "H", "H", "H", "H", "H", "H", "C", "C", "O", "O", "H", "H", "H", "H", "H", "H"], "positions_angstrom": [[0.19, -1.72, 4.85], [0.14, -3.09, 4.11], [0.39, -4.20, 5.10], [1.72, -4.12, 5.51], [2.00, -5.00, 6.56], [-1.18, -3.31, 3.51], [1.17, -1.64, 5.33], [-0.59, -1.80, 5.61], [0.07, -0.98, 4.07], [0.97, -3.15, 3.39], [0.12, -5.18, 4.68], [-0.25, -3.98, 5.98], [1.39, -4.76, 7.42], [3.08, -5.07, 6.64], [1.74, -6.04, 6.24], [-1.69, -2.45, 3.35], [-1.78, -3.87, 4.11], [3.77, -4.78, -0.11], [3.24, -3.42, 0.38], [4.04, -2.97, 1.58], [3.50, -1.79, 2.16], [4.04, -1.56, 3.45], [3.36, -2.46, -0.74], [3.63, -5.60, 0.61], [4.81, -4.72, -0.43], [3.27, -5.08, -1.03], [2.20, -3.58, 0.73], [5.07, -2.69, 1.27], [4.18, -3.77, 2.31], [3.75, -0.59, 3.85], [5.14, -1.46, 3.36], [3.81, -2.37, 4.15], [2.57, -2.60, -1.38], [3.09, -1.55, -0.32], [-3.60, 1.68, -3.11], [-2.54, 1.67, -4.20], [-1.96, 3.04, -4.48], [-2.75, 3.82, -5.35], [-2.78, 3.35, -6.66], [-1.48, 0.70, -3.77], [-4.45, 2.29, -3.41], [-3.19, 2.21, -2.24], [-3.92, 0.66, -2.92], [-2.94, 1.23, -5.12], [-0.91, 3.01, -4.80], [-2.02, 3.62, -3.55], [-3.10, 2.30, -6.74], [-1.79, 3.48, -7.11], [-3.55, 3.92, -7.18], [-1.82, -0.23, -3.95], [-0.63, 0.79, -4.32], [-0.03, -2.16, -3.25], [0.51, -3.36, -4.06], [0.31, -3.00, -5.53], [-1.02, -2.69, -5.79], [-1.30, -2.56, -7.16], [1.97, -3.45, -3.83], [0.00, -2.37, -2.18], [-1.05, -1.94, -3.53], [0.65, -1.31, -3.36], [-0.03, -4.25, -3.77], [0.69, -3.80, -6.19], [0.97, -2.14, -5.74], [-0.84, -1.69, -7.65], [-2.39, -2.46, -7.24], [-1.05, -3.48, -7.71], [2.49, -2.59, -3.98], [2.34, -4.09, -4.53], [0.74, 4.97, 2.36], [1.09, 4.23, 3.70], [0.46, 2.86, 3.72], [-0.96, 2.79, 3.74], [-1.62, 3.63, 4.60], [2.55, 3.94, 3.80], [1.07, 4.43, 1.48], [1.06, 6.02, 2.38], [-0.36, 5.13, 2.36], [0.74, 4.91, 4.48], [0.86, 2.27, 4.58], [0.73, 2.19, 2.90], [-1.35, 4.69, 4.60], [-1.55, 3.30, 5.66], [-2.67, 3.57, 4.33], [2.76, 3.42, 2.91], [3.08, 4.81, 3.74], [-4.73, 0.85, 0.92], [-6.07, 0.83, 0.27], [-6.24, -0.36, -0.67], [-7.35, -0.08, -1.55], [-7.52, -1.03, -2.60], [-7.13, 0.76, 1.30], [-3.98, 1.22, 0.21], [-4.43, -0.15, 1.23], [-4.71, 1.46, 1.83], [-6.33, 1.71, -0.33], [-6.50, -1.27, -0.12], [-5.33, -0.51, -1.28], [-6.89, -1.92, -2.51], [-7.32, -0.58, -3.58], [-8.57, -1.36, -2.63], [-8.02, 1.00, 0.88], [-6.90, 1.34, 2.08], [5.01, 1.54, -0.46], [4.23, 2.72, 0.16], [3.28, 3.48, -0.74], [3.85, 3.92, -1.94], [4.77, 4.99, -1.76], [3.48, 2.40, 1.42], [5.60, 1.06, 0.31], [5.64, 1.91, -1.27], [4.31, 0.86, -0.95], [5.03, 3.46, 0.41], [2.79, 4.29, -0.19], [2.48, 2.78, -1.04], [4.41, 5.71, -1.01], [4.89, 5.50, -2.71], [5.76, 4.61, -1.47], [2.85, 1.58, 1.23], [4.12, 1.92, 2.06], [-0.78, 0.28, 0.66], [0.33, -0.67, 1.11], [1.52, 0.01, 1.59], [-1.57, 0.76, 1.73], [-1.39, -0.33, -0.01], [-0.30, 1.07, 0.06], [0.60, -1.27, 0.21], [-0.03, -1.45, 1.80], [2.05, -0.62, 2.12], [-1.28, 1.62, 2.05]]}


2.
{"formula": "C26H18BrN3S2Yb", "method": "ωB97M-V/def2-TZVPD", "lumo_energy_ev": [-9.36, -12.03], "e_homo_ev": [-15.3778, -15.1372], "total_charge": 3, "s_squared": 0.79, "relative_energy_kj_mol": 0.00, "orbital_gap_ev": [6.02, 3.11], "spin_multiplicity": 2, "elements": ["Yb", "C", "C", "C", "C", "C", "Br", "N", "C", "H", "H", "H", "H", "H", "H", "S", "C", "C", "C", "C", "C", "C", "N", "C", "C", "C", "C", "C", "C", "C", "C", "N", "C", "C", "C", "C", "C", "S", "C", "H", "H", "H", "H", "H", "H", "H", "H", "H", "H", "H", "H"], "positions_angstrom": [[-0.15, -1.38, -0.83], [5.47, -1.74, -3.02], [4.07, -2.30, -2.86], [3.68, -3.54, -3.48], [2.40, -3.99, -3.30], [1.49, -3.21, -2.50], [-0.36, -3.76, -2.18], [1.87, -2.07, -1.95], [3.14, -1.60, -2.12], [6.08, -2.40, -3.66], [6.00, -1.64, -2.05], [5.44, -0.73, -3.49], [4.43, -4.09, -4.07], [2.02, -4.94, -3.72], [3.38, -0.67, -1.62], [-0.13, -1.03, 6.55], [0.65, -2.37, 7.32], [1.17, -3.26, 6.42], [0.91, -2.87, 5.06], [0.23, -1.68, 5.00], [-0.21, -0.97, 3.76], [0.04, -1.45, 2.47], [-0.38, -0.78, 1.38], [-1.03, 0.41, 1.50], [-1.30, 0.97, 2.80], [-2.00, 2.21, 2.93], [-2.40, 2.90, 1.82], [-2.13, 2.39, 0.50], [-2.53, 3.10, -0.63], [-2.25, 2.59, -1.91], [-1.57, 1.37, -2.01], [-1.20, 0.67, -0.94], [-1.45, 1.13, 0.33], [-2.65, 3.33, -3.13], [-3.34, 4.53, -3.13], [-3.60, 4.98, -4.47], [-3.12, 4.11, -5.41], [-2.32, 2.73, -4.71], [-0.88, 0.25, 3.92], [0.65, -2.46, 8.41], [1.70, -4.18, 6.69], [1.21, -3.42, 4.15], [0.54, -2.41, 2.32], [-2.20, 2.58, 3.93], [-2.92, 3.86, 1.91], [-3.02, 4.08, -0.52], [-1.33, 0.96, -2.98], [-3.63, 5.04, -2.20], [-4.14, 5.91, -4.71], [-3.20, 4.21, -6.49], [-1.12, 0.62, 4.93]]}


3.
{"formula": "C5H10O2", "method": "ωB97M-V/def2-TZVPD", "smiles": "C=C/C=C(/C)O.O", "lumo_energy_ev": 0.90, "e_homo_ev": -8.6552, "total_charge": 0, "relative_energy_kj_mol": 280.26, "orbital_gap_ev": 9.55, "spin_multiplicity": 1, "elements": ["C", "C", "C", "C", "O", "C", "H", "H", "H", "H", "H", "H", "H", "H", "H", "H", "O"], "positions_angstrom": [[-0.02, 2.09, 2.61], [-1.02, 1.27, 2.31], [-0.91, 0.17, 1.33], [-1.07, 0.15, 0.02], [-1.17, 1.30, -0.74], [-1.00, -1.01, -0.95], [-0.04, 2.90, 3.33], [0.96, 2.17, 2.14], [-1.89, 1.10, 2.94], [-0.73, -0.70, 1.98], [-1.54, 2.03, -0.21], [-1.91, -0.89, -1.53], [-0.73, -1.93, -0.42], [-0.06, -0.87, -1.47], [4.38, -3.02, -3.69], [3.22, -2.14, -4.21], [3.53, -2.63, -3.44]]}


4.
{"formula": "C4H7NO", "method": "ωB97M-V/def2-TZVPD", "smiles": "C[C@H]1CN1C=O", "lumo_energy_ev": 1.04, "e_homo_ev": -9.7052, "total_charge": 0, "relative_energy_kj_mol": 229.63, "orbital_gap_ev": 10.74, "spin_multiplicity": 1, "elements": ["C", "C", "C", "N", "C", "O", "H", "H", "H", "H", "H", "H", "H"], "positions_angstrom": [[-0.18, -1.24, 0.85], [-0.43, 0.24, 0.74], [0.38, 1.33, 0.24], [-0.61, 0.78, -0.70], [0.13, 0.18, -1.78], [1.32, -0.04, -1.79], [-1.15, -1.72, 0.68], [0.18, -1.56, 1.83], [0.52, -1.57, 0.08], [-1.15, 0.57, 1.50], [0.10, 2.33, 0.54], [1.40, 1.15, -0.06], [-0.44, 0.05, -2.71]]}


5.
{"formula": "C3H11NO3", "method": "ωB97M-V/def2-TZVPD", "smiles": "C[C@@H](N)C=O.O.O", "lumo_energy_ev": 0.66, "e_homo_ev": -9.5069, "total_charge": 0, "relative_energy_kj_mol": 173.31, "orbital_gap_ev": 10.16, "spin_multiplicity": 1, "elements": ["O", "C", "C", "C", "N", "H", "H", "H", "H", "H", "H", "H", "H", "H", "O", "H", "H", "O"], "positions_angstrom": [[1.40, 2.50, -0.39], [0.86, 1.47, -0.68], [1.39, 0.11, -0.29], [1.12, -0.19, 1.18], [0.84, -0.96, -1.13], [0.01, 1.54, -1.39], [2.45, 0.12, -0.54], [1.79, -0.96, 1.58], [0.15, -0.68, 1.28], [1.24, 0.65, 1.87], [0.07, -1.46, -0.70], [1.51, -1.64, -1.44], [-2.62, -1.75, -1.54], [-1.44, -0.78, -1.08], [-2.21, -1.28, -0.81], [-1.65, 0.58, 1.24], [-2.82, 1.34, 1.75], [-2.11, 1.39, 1.10]]}


6.
{"formula": "C48H96NO14Rb2", "method": "ωB97M-V/def2-TZVPD", "lumo_energy_ev": -2.59, "e_homo_ev": -8.4829, "total_charge": 1, "relative_energy_kj_mol": 77.60, "orbital_gap_ev": 5.90, "spin_multiplicity": 1, "elements": ["Rb", "Rb", "C", "C", "C", "C", "C", "C", "N", "O", "C", "C", "C", "H", "H", "H", "H", "H", "H", "H", "H", "H", "H", "H", "H", "H", "H", "H", "H", "H", "H", "C", "C", "O", "C", "H", "H", "H", "H", "H", "H", "C", "C", "O", "C", "H", "H", "H", "H", "H", "H", "C", "C", "O", "C", "H", "H", "H", "H", "H", "H", "C", "C", "O", "C", "H", "H", "H", "H", "H", "H", "C", "C", "O", "C", "H", "H", "H", "H", "H", "H", "C", "C", "O", "C", "H", "H", "H", "H", "H", "H", "C", "C", "O", "C", "H", "H", "H", "H", "H", "H", "C", "C", "O", "C", "H", "H", "H", "H", "H", "H", "C", "C", "O", "C", "H", "H", "H", "H", "H", "H", "C", "C", "O", "C", "H", "H", "H", "H", "H", "H", "C", "C", "O", "C", "H", "H", "H", "H", "H", "H", "C", "C", "O", "C", "H", "H", "H", "H", "H", "H", "C", "C", "O", "C", "H", "H", "H", "H", "H", "H"], "positions_angstrom": [[1.36, -5.03, 2.87], [3.02, -3.15, -0.63], [1.86, -1.27, 2.33], [0.51, -0.92, 1.59], [0.68, 0.55, 1.10], [-0.33, 0.92, 0.02], [-0.34, -0.07, -1.11], [-0.56, -1.52, -0.67], [0.34, -1.86, 0.44], [0.20, -3.22, 0.80], [-0.38, -2.36, -1.96], [-2.09, -1.71, -0.33], [-0.62, -0.98, 2.67], [1.68, -2.16, 2.94], [2.18, -0.46, 2.98], [2.66, -1.45, 1.62], [1.66, 0.71, 0.63], [0.56, 1.26, 1.92], [-0.16, 1.91, -0.40], [-1.37, 0.98, 0.36], [0.63, -0.09, -1.62], [-1.06, 0.22, -1.87], [-0.91, -1.96, -2.83], [-0.76, -3.38, -1.88], [0.66, -2.44, -2.31], [-2.72, -1.51, -1.20], [-2.49, -1.08, 0.47], [-2.24, -2.75, -0.03], [-0.39, -0.52, 3.63], [-0.78, -2.01, 2.97], [-1.50, -0.47, 2.26], [-4.39, 1.51, 0.54], [-4.78, 2.69, -0.35], [-5.74, 3.38, -0.09], [-3.85, 2.92, -1.49], [-4.30, 0.67, -0.14], [-5.10, 1.35, 1.36], [-3.44, 1.77, 1.00], [-3.33, 2.01, -1.78], [-3.16, 3.72, -1.20], [-4.37, 3.33, -2.36], [1.03, 5.27, -3.68], [0.50, 3.93, -4.00], [0.95, 3.19, -4.87], [-0.64, 3.41, -3.17], [1.55, 5.63, -4.56], [1.68, 5.24, -2.81], [0.22, 5.96, -3.44], [-0.97, 2.40, -3.40], [-1.49, 4.10, -3.23], [-0.38, 3.40, -2.10], [-0.74, 4.60, 4.81], [-2.02, 4.18, 4.09], [-3.09, 4.74, 4.34], [-1.92, 3.00, 3.12], [-0.20, 3.75, 5.20], [-1.05, 5.23, 5.64], [-0.06, 5.14, 4.15], [-2.00, 3.37, 2.10], [-2.70, 2.28, 3.35], [-0.93, 2.56, 3.21], [0.69, -1.62, 6.26], [-0.13, -2.87, 6.00], [0.26, -3.71, 5.20], [-1.40, -3.07, 6.80], [1.17, -1.32, 5.32], [1.49, -1.87, 6.96], [0.06, -0.80, 6.59], [-1.78, -4.07, 6.56], [-2.13, -2.30, 6.58], [-1.15, -3.19, 7.86], [4.46, 3.77, -2.23], [4.61, 3.36, -0.76], [5.59, 3.68, -0.09], [3.50, 2.55, -0.14], [3.79, 4.63, -2.24], [4.08, 2.98, -2.88], [5.42, 4.10, -2.62], [2.60, 3.10, -0.42], [3.56, 2.50, 0.94], [3.49, 1.56, -0.60], [7.27, -1.72, 2.46], [5.99, -1.39, 1.69], [5.19, -2.28, 1.39], [5.58, 0.05, 1.39], [8.01, -0.92, 2.50], [7.67, -2.69, 2.16], [6.94, -1.78, 3.50], [5.58, 0.23, 0.31], [6.28, 0.74, 1.86], [4.56, 0.21, 1.75], [3.29, -4.95, -5.39], [2.26, -4.33, -4.52], [2.52, -4.00, -3.36], [0.91, -3.98, -5.11], [4.24, -5.14, -4.91], [3.43, -4.27, -6.23], [2.94, -5.93, -5.74], [0.62, -4.79, -5.78], [1.09, -3.06, -5.66], [0.19, -3.87, -4.31], [-2.92, -6.63, 4.60], [-2.27, -6.09, 3.34], [-1.23, -6.58, 2.93], [-2.90, -4.91, 2.65], [-2.24, -7.25, 5.18], [-3.78, -7.25, 4.34], [-3.25, -5.86, 5.31], [-3.95, -5.06, 2.41], [-2.38, -4.64, 1.73], [-2.86, -4.02, 3.28], [-4.81, 0.10, -3.40], [-4.13, 0.78, -4.60], [-3.54, 1.85, -4.48], [-4.12, 0.02, -5.90], [-5.24, 0.85, -2.74], [-4.04, -0.52, -2.93], [-5.58, -0.56, -3.79], [-3.30, 0.40, -6.51], [-5.11, 0.17, -6.36], [-4.09, -1.06, -5.73], [1.92, 1.69, 5.03], [2.55, 2.68, 4.05], [1.82, 3.42, 3.43], [4.06, 2.66, 3.85], [2.39, 1.60, 6.01], [1.92, 0.69, 4.58], [0.86, 1.85, 5.23], [4.52, 1.67, 3.75], [4.54, 3.20, 4.67], [4.25, 3.15, 2.90], [-4.46, -3.39, -2.78], [-4.23, -4.55, -1.83], [-4.98, -4.74, -0.89], [-3.07, -5.48, -2.15], [-4.82, -3.76, -3.74], [-3.56, -2.78, -2.84], [-5.21, -2.72, -2.37], [-2.98, -5.58, -3.23], [-3.06, -6.40, -1.58], [-2.21, -4.86, -1.87], [1.31, 6.71, 1.76], [1.48, 5.59, 0.80], [2.29, 5.68, -0.12], [0.49, 4.44, 0.89], [0.39, 7.24, 1.50], [2.21, 7.32, 1.74], [1.20, 6.24, 2.74], [-0.35, 4.78, 0.27], [0.16, 4.21, 1.90], [0.91, 3.52, 0.50], [-0.36, 0.33, -6.79], [0.89, -0.17, -6.08], [1.89, -0.56, -6.65], [0.89, -0.28, -4.55], [-0.06, 1.18, -7.40], [-1.10, 0.69, -6.08], [-0.85, -0.50, -7.30], [0.59, -1.31, -4.34], [0.25, 0.49, -4.11], [1.93, -0.18, -4.24]]}